1.
Here is the molecule C15H16N2OS in a non-equilibrium geometry from the Open Molecules 2025 dataset. Energies are from the ωB97M-V functional and the def2-TZVPD basis.

ORCA input file:
```
! RIJCOSX wB97M-V def2-TZVPD def2/J DEFGRID3
* xyz 0 1
C -0.296 -4.335 -1.922
C -0.042 -3.201 -2.585
C -1.079 -2.349 -2.989
C -0.943 -0.855 -2.299
C -1.180 -0.502 -1.094
C -1.880 -1.562 -0.148
N -1.153 0.673 -0.297
C -0.772 1.694 -0.939
S -0.223 3.110 -0.193
C -0.686 2.886 1.322
C 0.460 2.124 2.213
C 0.738 0.866 2.316
C 1.652 0.406 3.071
C 2.653 1.311 3.311
C 2.541 2.630 3.232
C 1.544 2.922 2.538
N -0.150 1.437 -2.329
C -0.300 0.253 -3.009
O -0.107 0.215 -4.253
H 0.601 -4.826 -1.681
H -1.209 -4.615 -1.768
H 0.992 -2.802 -2.612
H -1.988 -2.713 -2.673
H -0.863 -1.966 -4.024
H -2.671 -2.268 -0.435
H -2.153 -1.216 1.019
H -1.196 -2.506 0.054
H -0.782 3.577 1.899
H -1.564 1.967 1.414
H -0.281 0.162 2.173
H 1.840 -0.811 3.227
H 3.558 0.803 4.086
H 3.494 3.279 3.519
H 1.297 4.105 2.512
H 0.150 2.107 -2.654
*
```

Values from the calculation:
ΔE to the lowest compared entry with this formula, charge and spin	1184.07	kJ/mol
LUMO level	0.0084	hartree
frontier orbital gap	9.08	eV
SMILES	C=CCc1c(C)nc(SCc2ccccc2)[nH]c1=O
HOMO	-0.32551	Eh

=====

2.
Here is the molecule C15H16N4O2S in a non-equilibrium geometry from the Open Molecules 2025 dataset. Energies are from the ωB97M-V functional and the def2-TZVPD basis.

ORCA input file:
```
! RIJCOSX wB97M-V def2-TZVPD def2/J DEFGRID3
* xyz 0 1
C -0.146 4.580 2.682
C -0.321 3.662 1.578
C -0.010 3.663 0.110
C -0.300 2.549 -0.624
C -0.477 2.041 -1.916
N -0.587 1.673 0.604
C -0.979 0.115 0.593
C -2.022 -0.178 1.388
C -2.347 -1.532 1.260
C -1.482 -2.427 0.638
C -1.491 -3.893 0.821
C -0.564 -4.588 0.151
C 0.537 -4.188 -0.409
C 0.540 -2.740 -0.434
N 1.904 -2.396 -0.975
S 1.848 -1.119 -2.287
C 2.645 0.193 -1.111
O 2.986 -1.655 -3.005
O 0.560 -0.868 -2.609
C -0.292 -1.916 0.173
N 0.017 -0.480 -0.148
N -0.701 2.380 1.895
H -0.526 4.049 3.742
H -1.044 5.387 2.323
H 0.981 4.936 2.821
H 0.334 4.545 -0.361
H -1.454 2.224 -2.288
H -0.166 1.051 -2.010
H 0.222 2.513 -2.297
H -2.550 0.572 1.719
H -3.097 -1.914 1.834
H -2.609 -4.228 1.316
H -0.783 -5.702 0.274
H 1.270 -4.919 -0.824
H 2.332 -3.093 -1.281
H 1.574 0.396 -0.466
H 2.549 1.231 -1.845
H 3.651 0.074 -1.034
*
```

Values from the calculation:
ΔE to the lowest compared entry with this formula, charge and spin	1330.62	kJ/mol
LUMO level	-0.0330	hartree
frontier orbital gap	7.35	eV
SMILES	Cc1cc(C)n(-c2ccc3cccc(NS(C)(=O)=O)c3n2)n1
HOMO	-0.30328	Eh

=====

3.
Here is a structure of composition C15H16N4O3SSbSe4Zn in a non-equilibrium geometry from the Open Molecules 2025 dataset. Energies are from the ωB97M-V functional and the def2-TZVPD basis.

ORCA input file:
```
! RIJCOSX wB97M-V def2-TZVPD def2/J DEFGRID3
* xyz -1 1
Zn 1.036 0.776 0.672
Se 1.488 -4.420 1.061
Sb 1.303 -2.298 2.173
Se -0.998 -1.077 1.698
Se 2.735 -0.586 0.880
Se 1.507 -2.125 4.582
C 3.456 -2.905 -4.213
C 2.707 -1.778 -3.574
C 3.101 -0.456 -3.761
C 2.411 0.585 -3.164
C 1.291 0.309 -2.403
C 0.886 -0.998 -2.211
C 1.598 -2.041 -2.776
S 0.500 1.673 -1.564
O -0.087 2.578 -2.506
O 1.560 2.227 -0.715
N -0.487 0.993 -0.502
C -1.773 1.314 -0.244
C -2.677 1.770 -1.220
C -3.964 2.053 -0.840
C -4.354 1.863 0.486
C -3.408 1.397 1.367
N -2.152 1.141 1.029
H 4.027 -2.568 -5.077
H 2.765 -3.683 -4.526
H 4.140 -3.347 -3.489
H 3.967 -0.234 -4.366
H 2.728 1.614 -3.265
H 0.005 -1.200 -1.626
H 1.284 -3.056 -2.581
H -2.324 1.884 -2.232
H -4.678 2.407 -1.573
H -5.363 2.070 0.810
H -3.643 1.206 2.408
C -1.418 0.491 4.898
C -0.085 1.243 4.942
C 0.376 1.468 3.615
N 0.713 1.630 2.530
H -1.872 0.507 5.883
H -1.237 -0.549 4.624
H -2.104 0.944 4.185
H 0.663 0.628 5.461
H -0.189 2.209 5.445
O -2.222 -1.701 -0.484
N -1.213 -1.956 0.165
*
```

Values from the calculation:
ΔE to the lowest compared entry with this formula, charge and spin	131.42	kJ/mol
LUMO level	0.0826	hartree
frontier orbital gap	6.86	eV
HOMO	-0.16967	Eh

=====

4.
Here is a cluster of 3 separate species, C15H17BNO12P in total in a non-equilibrium geometry from the Open Molecules 2025 dataset. Energies are from the ωB97M-V functional and the def2-TZVPD basis.

ORCA input file:
```
! RIJCOSX wB97M-V def2-TZVPD def2/J DEFGRID3
* xyz 0 1
C -1.925 -2.940 0.561
P -2.327 -1.818 -0.973
O -0.899 -0.813 -1.185
C -3.823 -0.696 -0.582
O -3.471 0.189 0.539
C -3.052 1.526 0.090
O -2.427 1.824 -1.053
B -5.123 -1.602 -0.142
N -5.547 -1.890 1.287
O -5.952 -2.174 -1.258
H -0.778 -3.233 0.419
H -1.997 -2.334 1.574
H -2.567 -3.934 0.577
H -0.401 -0.905 -0.318
H -4.109 -0.125 -1.564
H -3.282 2.447 0.813
H -5.518 -1.006 1.843
H -4.843 -2.556 1.692
H -6.930 -2.018 -1.020
O 2.498 3.858 -4.945
C 2.225 3.574 -3.784
C 3.230 3.614 -2.709
C 2.904 3.283 -1.458
O 3.842 3.321 -0.443
C 1.521 2.861 -1.105
O 1.256 2.545 0.050
C 0.511 2.844 -2.174
C 0.835 3.178 -3.425
O -0.109 3.167 -4.434
H 4.232 3.921 -2.980
H 3.363 3.038 0.366
H -0.495 2.552 -1.900
H 0.371 3.445 -5.244
O 1.936 0.865 2.472
C 2.324 -0.297 2.435
C 2.964 -0.949 3.588
C 3.390 -2.211 3.509
O 3.989 -2.831 4.590
C 3.238 -3.001 2.256
O 3.656 -4.153 2.208
C 2.576 -2.358 1.111
C 2.147 -1.097 1.191
O 1.522 -0.486 0.119
H 3.070 -0.362 4.491
H 4.209 -3.737 4.282
H 2.456 -2.950 0.212
H 1.308 0.422 0.425
*
```

Values from the calculation:
LUMO level	-0.0675	hartree
frontier orbital gap	6.53	eV
SMILES	CP(O)[C@H](OC=O)B(N)O.O=C1C=C(O)C(=O)C=C1O.O=C1C=C(O)C(=O)C=C1O
HOMO	-0.30754	Eh

=====

5.
Here is a structure of composition C15H17Br3N4O8 in a non-equilibrium geometry from the Open Molecules 2025 dataset. Energies are from the ωB97M-V functional and the def2-TZVPD basis.

ORCA input file:
```
! RIJCOSX wB97M-V def2-TZVPD def2/J DEFGRID3
* xyz 0 1
C 16.397 3.970 -10.995
N 17.125 5.181 -10.439
O 18.100 5.515 -11.060
O 16.638 5.771 -9.589
H 16.441 4.052 -12.081
H 15.367 3.848 -10.661
H 16.927 3.033 -10.820
C 13.075 6.986 -10.815
N 12.844 5.530 -10.413
O 12.730 4.736 -11.335
O 12.808 5.243 -9.242
H 13.247 7.761 -10.068
H 12.501 7.358 -11.664
H 14.030 6.943 -11.339
C 14.751 2.509 -16.983
C 14.322 2.400 -15.664
C 15.208 2.003 -14.644
C 16.594 1.772 -14.937
C 16.902 1.724 -16.287
C 16.004 2.027 -17.349
N 17.522 1.293 -13.919
O 18.477 0.583 -14.229
O 17.279 1.598 -12.715
H 14.010 2.857 -17.687
H 13.297 2.690 -15.490
H 14.843 1.896 -13.633
H 17.902 1.551 -16.657
H 16.253 1.909 -18.394
C 13.512 1.308 -7.549
C 13.519 2.136 -8.604
C 13.097 1.734 -9.837
C 12.721 0.348 -9.967
C 12.709 -0.485 -8.839
C 13.084 0.011 -7.568
N 12.427 -0.259 -11.316
O 12.285 -1.488 -11.466
O 12.642 0.506 -12.237
H 13.659 1.812 -6.605
H 13.802 3.171 -8.483
H 13.092 2.485 -10.613
H 12.309 -1.488 -8.884
H 12.902 -0.428 -6.598
C 16.698 4.241 -6.138
Br 17.379 2.622 -7.093
Br 18.294 4.793 -5.037
Br 15.044 3.869 -5.040
H 16.608 4.934 -6.975
*
```

Values from the calculation:
ΔE to the lowest compared entry with this formula, charge and spin	75.85	kJ/mol
LUMO level	-0.0312	hartree
frontier orbital gap	9.07	eV
HOMO	-0.36465	Eh

=====

6.
Here is the molecule C15H17N3O from the Open Molecules 2025 dataset. Energies are from the ωB97M-V functional and the def2-TZVPD basis.

ORCA input file:
```
! RIJCOSX wB97M-V def2-TZVPD def2/J DEFGRID3
* xyz 0 1
C 0.130 1.463 3.211
C 1.463 1.653 2.485
C 1.899 0.391 1.799
C 2.990 -0.317 2.291
C 3.389 -1.523 1.746
C 2.685 -2.059 0.683
C 1.605 -1.370 0.168
C 1.216 -0.145 0.704
N 0.081 0.476 0.135
C 0.073 1.733 -0.420
O 0.980 2.535 -0.349
N -1.087 2.049 -1.078
C -2.287 1.253 -1.152
C -2.115 -0.017 -1.955
C -2.841 -1.165 -1.652
C -2.659 -2.303 -2.418
C -1.747 -2.252 -3.463
N -1.049 -1.169 -3.759
C -1.230 -0.085 -3.028
H -0.154 2.381 3.720
H -0.657 1.200 2.509
H 0.211 0.667 3.950
H 2.225 1.946 3.210
H 1.371 2.454 1.751
H 3.532 0.089 3.133
H 4.241 -2.046 2.155
H 2.976 -3.006 0.252
H 1.052 -1.776 -0.669
H -0.555 -0.183 -0.292
H -1.093 2.976 -1.472
H -3.063 1.862 -1.624
H -2.639 0.997 -0.142
H -3.539 -1.163 -0.825
H -3.207 -3.208 -2.207
H -1.563 -3.113 -4.091
H -0.631 0.773 -3.305
*
```

Values from the calculation:
ΔE to the lowest compared entry with this formula, charge and spin	68.02	kJ/mol
LUMO level	0.0217	hartree
frontier orbital gap	9.17	eV
SMILES	CCc1ccccc1NC(=O)NCc1cccnc1
HOMO	-0.31543	Eh

=====

7.
Here is the molecule C15H17N3O3S from the Open Molecules 2025 dataset. Energies are from the ωB97M-V functional and the def2-TZVPD basis.

ORCA input file:
```
! RIJCOSX wB97M-V def2-TZVPD def2/J DEFGRID3
* xyz 0 1
C 5.386 2.885 3.513
C 4.321 2.219 2.701
C 3.951 0.902 2.959
C 2.980 0.278 2.195
C 2.381 0.978 1.167
S 1.102 0.184 0.219
O 1.384 -1.221 0.088
O 0.858 0.927 -0.986
N -0.198 0.329 1.283
C -1.178 -0.746 1.216
C -1.884 -0.706 -0.144
O -2.908 -0.079 -0.320
N -1.236 -1.388 -1.108
C -1.611 -1.228 -2.502
C -3.059 -1.573 -2.720
C -3.894 -0.761 -3.476
C -5.214 -1.144 -3.652
N -5.730 -2.246 -3.138
C -4.936 -3.017 -2.416
C -3.601 -2.734 -2.180
C 2.731 2.285 0.889
C 3.702 2.901 1.657
H 5.477 2.424 4.492
H 5.174 3.944 3.636
H 6.347 2.794 3.005
H 4.428 0.363 3.764
H 2.685 -0.743 2.374
H -0.636 1.231 1.149
H -1.905 -0.601 2.017
H -0.636 -1.682 1.359
H -0.297 -1.711 -0.913
H -0.981 -1.899 -3.092
H -1.422 -0.196 -2.824
H -3.525 0.156 -3.909
H -5.897 -0.536 -4.232
H -5.396 -3.909 -2.008
H -2.993 -3.395 -1.581
H 2.245 2.792 0.070
H 3.985 3.922 1.447
*
```

Values from the calculation:
ΔE to the lowest compared entry with this formula, charge and spin	224.93	kJ/mol
LUMO level	0.0162	hartree
frontier orbital gap	9.70	eV
SMILES	Cc1ccc(S(=O)(=O)NCC(=O)NCc2ccncc2)cc1
HOMO	-0.34011	Eh

=====

8.
Here is a structure of composition C15H17N3O4PtS from the Open Molecules 2025 dataset. Energies are from the ωB97M-V functional and the def2-TZVPD basis.

ORCA input file:
```
! RIJCOSX wB97M-V def2-TZVPD def2/J DEFGRID3
* xyz 0 1
Pt 1.075 -0.668 2.224
N 2.790 -0.164 1.337
C 3.966 -0.101 2.232
C 4.180 -1.425 2.935
C 3.191 -1.694 4.075
O 3.590 -2.090 5.144
O 1.920 -1.497 3.820
H 2.954 -0.855 0.608
H 2.563 0.766 0.918
H 3.780 0.699 2.948
H 4.845 0.164 1.638
H 5.181 -1.469 3.359
H 4.098 -2.240 2.210
C -3.458 -1.973 -4.476
C -2.971 -1.582 -3.109
C -1.960 -2.303 -2.478
C -1.526 -1.961 -1.210
C -2.108 -0.880 -0.562
C -3.125 -0.154 -1.164
C -3.545 -0.508 -2.437
S -1.528 -0.427 1.038
O -1.162 -1.627 1.775
O -2.498 0.454 1.624
N -0.073 0.255 0.780
C 0.063 1.597 0.406
C -1.047 2.397 0.099
C -0.846 3.692 -0.323
C 0.440 4.189 -0.448
C 1.475 3.329 -0.149
N 1.311 2.068 0.253
H -2.744 -2.621 -4.981
H -3.626 -1.095 -5.099
H -4.406 -2.511 -4.405
H -1.512 -3.147 -2.987
H -0.748 -2.527 -0.715
H -3.593 0.660 -0.630
H -4.339 0.056 -2.911
H -2.046 2.019 0.222
H -1.701 4.318 -0.546
H 0.634 5.201 -0.770
H 2.505 3.656 -0.247
*
```

Values from the calculation:
ΔE to the lowest compared entry with this formula, charge and spin	22.69	kJ/mol
LUMO level	-0.0115	hartree
frontier orbital gap	8.17	eV
HOMO	-0.31183	Eh

=====

9.
Here is the molecule C15H17N3O4S in a non-equilibrium geometry from the Open Molecules 2025 dataset. Energies are from the ωB97M-V functional and the def2-TZVPD basis.

ORCA input file:
```
! RIJCOSX wB97M-V def2-TZVPD def2/J DEFGRID3
* xyz 0 1
C -6.820 1.196 1.730
C -6.914 0.902 0.240
O -6.114 -0.230 -0.119
C -4.816 -0.016 -0.319
O -4.275 1.052 -0.236
C -4.119 -1.315 -0.703
C -2.697 -1.292 -0.290
N -2.158 -2.173 0.477
N -0.876 -1.950 0.737
C -0.429 -0.882 0.159
N 0.864 -0.456 0.285
C 1.324 0.674 -0.348
O 0.587 1.336 -1.050
C 2.744 1.013 -0.094
C 3.106 2.353 -0.154
C 4.421 2.718 0.080
C 5.371 1.756 0.352
C 5.024 0.401 0.388
O 6.044 -0.449 0.663
C 5.842 -1.849 0.618
C 5.783 -2.389 -0.808
C 3.701 0.034 0.169
S -1.604 -0.014 -0.792
H -7.102 0.318 2.306
H -7.487 2.016 1.981
H -5.803 1.478 1.989
H -6.583 1.768 -0.340
H -7.932 0.627 -0.046
H -4.631 -2.160 -0.243
H -4.194 -1.405 -1.791
H 1.446 -0.981 0.921
H 2.350 3.089 -0.379
H 4.707 3.758 0.046
H 6.400 2.020 0.534
H 4.947 -2.131 1.185
H 6.715 -2.261 1.133
H 6.698 -2.134 -1.335
H 5.678 -3.470 -0.785
H 4.944 -1.965 -1.355
H 3.415 -1.006 0.165
*
```

Values from the calculation:
ΔE to the lowest compared entry with this formula, charge and spin	116.68	kJ/mol
LUMO level	0.0114	hartree
frontier orbital gap	9.18	eV
SMILES	CCOC(=O)Cc1nnc(NC(=O)c2cccc(OCC)c2)s1
HOMO	-0.32587	Eh

=====

10.
Here is the molecule C15H17N3O5 in a non-equilibrium geometry from the Open Molecules 2025 dataset. Energies are from the ωB97M-V functional and the def2-TZVPD basis.

ORCA input file:
```
! RIJCOSX wB97M-V def2-TZVPD def2/J DEFGRID3
* xyz 0 1
N 0.396 -3.027 -2.040
C 0.140 -2.963 -0.618
C 1.519 -2.621 -0.090
C 2.270 -1.444 -0.628
O 1.783 -0.472 -1.202
O 3.607 -1.611 -0.499
C -1.083 -2.067 -0.310
O -1.801 -2.348 0.618
N -1.201 -0.972 -1.100
C -2.353 -0.094 -0.868
C -2.272 0.467 0.480
C -1.087 1.386 0.627
C -0.856 2.533 -0.025
N 0.318 3.053 0.368
C 0.903 2.240 1.345
C 2.099 2.407 2.037
C 2.393 1.505 3.014
C 1.578 0.389 3.257
C 0.341 0.224 2.615
C 0.013 1.179 1.583
C -2.413 0.955 -1.949
O -3.195 1.888 -1.850
O -1.406 0.865 -2.783
H 0.704 -2.225 -2.566
H -0.321 -3.441 -2.671
H -0.014 -3.943 -0.212
H 1.586 -2.678 0.986
H 2.080 -3.553 -0.347
H 3.995 -0.727 -0.850
H -0.453 -0.539 -1.556
H -3.283 -0.694 -0.875
H -3.196 0.982 0.794
H -2.074 -0.383 1.172
H -1.500 3.064 -0.684
H 0.689 4.001 0.173
H 2.680 3.337 1.894
H 3.211 1.654 3.682
H 1.890 -0.296 3.983
H -0.236 -0.751 2.771
H -1.406 1.665 -3.371
*
```

Values from the calculation:
ΔE to the lowest compared entry with this formula, charge and spin	165.67	kJ/mol
LUMO level	0.0171	hartree
frontier orbital gap	8.33	eV
SMILES	N[C@@H](CC(=O)O)C(=O)N[C@@H](Cc1c[nH]c2ccccc12)C(=O)O
HOMO	-0.28893	Eh

=====

11.
Here is a structure of composition C15H17N4O16P4ScSe in a non-equilibrium geometry from the Open Molecules 2025 dataset. Energies are from the ωB97M-V functional and the def2-TZVPD basis.

ORCA input file:
```
! RIJCOSX wB97M-V def2-TZVPD def2/J DEFGRID3
* xyz -2 1
Sc 0.302 0.124 -0.021
O -0.716 3.021 3.116
C -0.436 2.057 2.427
N 0.370 2.008 1.327
C 0.562 3.101 0.564
O -0.105 4.133 0.477
C 1.729 2.896 -0.377
C 2.299 3.945 -1.079
C 3.372 3.661 -1.907
C 3.817 2.352 -2.008
C 3.163 1.362 -1.290
N 2.146 1.636 -0.479
C -0.918 0.678 2.827
C -1.638 0.502 3.991
C -2.046 -0.777 4.331
C -1.709 -1.831 3.502
C -1.001 -1.567 2.342
N -0.612 -0.337 2.009
H 1.888 4.938 -0.967
H 3.852 4.450 -2.473
H 4.647 2.090 -2.651
H 3.447 0.319 -1.360
H -1.869 1.372 4.588
H -2.632 -0.947 5.225
H -2.020 -2.842 3.720
H -0.748 -2.346 1.638
O 3.501 -2.039 -1.351
P 2.763 -2.277 0.058
O 3.649 -2.907 1.042
O 2.039 -0.985 0.420
O 1.574 -3.329 -0.391
P 0.421 -2.761 -1.374
O -0.512 -4.039 -1.595
O -0.387 -1.771 -0.556
O 1.075 -2.342 -2.646
H 2.807 -2.037 -2.051
H -1.368 -3.863 -1.187
C -0.474 2.949 -3.700
C -1.414 1.824 -3.314
O -2.457 1.746 -4.279
P -2.166 2.089 -1.625
O -2.216 3.659 -1.399
O -3.667 1.660 -1.710
O -1.399 1.442 -0.518
P -0.603 0.183 -3.131
O 0.181 -0.124 -4.504
O -1.748 -0.734 -2.914
O 0.479 0.414 -2.079
H -1.004 3.901 -3.723
H -0.066 2.733 -4.689
H 0.351 3.016 -2.990
H -2.897 0.897 -4.115
H -1.571 3.925 -0.705
H -3.904 0.896 -1.119
H 0.691 -0.932 -4.302
Se -3.964 -0.454 0.764
C -5.524 -1.099 1.446
N -6.501 -1.537 1.897
*
```

Values from the calculation:
ΔE to the lowest compared entry with this formula, charge and spin	73.52	kJ/mol
LUMO level	0.1550	hartree
frontier orbital gap	6.66	eV
HOMO	-0.08963	Eh